No. 1
DFT (ωB97M-V/def2-TZVPD) results for a cluster of 2 separate species, C3H12NS in total.

```
17
C3H12NS | the OMol25 dataset | ωB97M-V/def2-TZVPD
C 0.13 2.00 0.16
C -0.89 0.88 0.33
C -0.39 -0.23 1.25
S -1.20 -1.81 0.79
H -0.22 2.69 -0.60
H 1.09 1.60 -0.18
H 0.32 2.58 1.06
H -1.82 1.27 0.73
H -1.17 0.50 -0.65
H -0.63 0.00 2.29
H 0.68 -0.37 1.17
H -0.26 -2.63 1.28
N 0.88 -1.31 -1.54
H 1.04 -0.31 -1.35
H -0.01 -1.57 -1.03
H 0.78 -1.44 -2.54
H 1.66 -1.86 -1.17
```

Electronic energy   -574.1864 Ha
E_LUMO   -0.1413 hartree
Gap between HOMO and LUMO   9.9 eV
Net charge   +1

=====

No. 2
DFT (ωB97M-V/def2-TZVPD) results for a structure of composition C37H40FeN2P at a distorted geometry.

```
81
C37H40FeN2P | the OMol25 dataset | ωB97M-V/def2-TZVPD
C -5.98 -6.91 16.11
C -4.67 -6.21 15.89
C -3.50 -6.76 16.41
C -2.26 -6.16 16.22
C -1.06 -6.79 16.85
C -2.19 -4.97 15.45
N -0.92 -4.33 15.21
P 0.28 -4.96 14.12
H -0.01 -4.01 13.04
N 1.44 -3.93 14.90
C 2.86 -4.10 14.77
C 3.59 -3.16 14.02
C 2.90 -2.00 13.38
C 4.98 -3.33 13.90
C 5.64 -4.41 14.49
C 7.11 -4.59 14.31
C 4.89 -5.32 15.25
C 3.51 -5.18 15.40
C 2.76 -6.16 16.25
C 0.86 -3.04 15.79
C -0.46 -3.26 15.96
C -3.36 -4.39 14.94
C -3.29 -3.11 14.17
C -4.59 -5.01 15.18
H -6.80 -6.36 15.63
H -5.96 -7.93 15.70
H -6.21 -7.00 17.18
H -3.56 -7.69 17.00
H -0.18 -6.13 16.89
H -1.30 -7.08 17.89
H -0.78 -7.72 16.34
H 3.64 -1.42 12.82
H 2.11 -2.32 12.69
H 2.45 -1.32 14.12
H 5.55 -2.60 13.32
H 7.46 -5.46 14.86
H 7.37 -4.72 13.25
H 7.66 -3.70 14.66
H 5.40 -6.16 15.74
H 3.49 -6.82 16.75
H 2.19 -5.66 17.05
H 2.08 -6.81 15.67
H 1.47 -2.29 16.28
H -1.14 -2.73 16.62
H -4.30 -2.86 13.83
H -2.93 -2.27 14.77
H -2.65 -3.19 13.28
H -5.50 -4.56 14.78
C 3.16 -0.97 7.45
C 1.92 -1.73 7.46
C 1.46 -1.83 8.83
C 2.41 -1.11 9.67
C 3.47 -0.59 8.81
Fe 1.69 0.07 8.27
C 1.46 1.90 9.03
C 1.93 1.95 7.66
C 1.00 1.21 6.84
C -0.09 0.71 7.68
C -1.15 -0.18 7.30
C -2.42 -0.21 7.91
C -3.29 -1.31 7.64
C -4.55 -1.37 8.21
C -5.02 -0.33 9.03
C -4.19 0.78 9.28
C -2.91 0.85 8.75
C 0.23 1.15 9.06
H 3.79 -0.82 6.58
H 1.48 -2.24 6.61
H 0.62 -2.41 9.18
H 2.39 -1.07 10.76
H 4.37 -0.09 9.15
H 1.89 2.43 9.87
H 2.78 2.52 7.30
H 0.99 1.13 5.75
H -0.97 -0.82 6.43
H -2.94 -2.09 6.96
H -5.19 -2.23 8.02
H -6.01 -0.38 9.49
H -4.56 1.61 9.89
H -2.29 1.73 8.90
H -0.45 1.01 9.89
```

Electronic energy   -3148.2612 Ha
E_LUMO (spin up / spin down)   0.0808 / 0.0197 hartree
Spin multiplicity   5
⟨S²⟩   6.082
Gap between HOMO and LUMO (spin up / spin down)   2.7 / 3.5 eV
Net charge   -1

=====

No. 3
DFT (ωB97M-V/def2-TZVPD) results for a structure of composition C15H31BF4HgP2 at a distorted geometry.

```
54
C15H31BF4HgP2 | the OMol25 dataset | ωB97M-V/def2-TZVPD
P 0.09 1.36 -7.24
P -4.33 -1.68 1.50
C -4.03 -0.30 -0.91
C -3.44 -0.43 0.39
H -4.97 -0.79 -1.16
H -3.56 0.38 -1.62
H -2.40 -0.80 0.35
H -3.47 0.51 0.99
C -4.41 -3.09 0.34
H -3.39 -3.38 0.03
H -5.02 -2.86 -0.53
H -4.86 -3.92 0.89
C -6.05 -1.05 1.35
H -6.75 -1.89 1.36
H -6.18 -0.43 0.46
H -6.23 -0.43 2.24
C 1.76 0.75 -7.70
H 2.42 1.61 -7.86
H 1.63 0.21 -8.65
H 2.16 0.07 -6.94
C 0.68 2.77 -6.22
H 0.81 2.46 -5.17
H -0.11 3.54 -6.27
H 1.61 3.17 -6.64
Hg 0.08 -1.19 -2.93
C -1.77 -1.68 -3.43
C -0.84 -2.70 -3.81
C -0.26 -2.97 -5.19
C 1.09 -2.20 -5.39
C 0.93 -0.82 -4.71
C -0.20 -0.14 -5.28
C -1.39 0.51 -4.66
C -2.41 -0.62 -4.32
C 1.41 0.03 -1.83
H -2.39 -1.93 -2.57
H -0.88 -3.59 -3.19
H -0.97 -2.72 -5.99
H -0.06 -4.05 -5.28
H 1.91 -2.77 -4.93
H 1.33 -2.10 -6.46
H 1.87 -0.26 -4.60
H -0.56 -0.66 -6.19
H -1.85 1.20 -5.39
H -1.14 1.11 -3.77
H -3.27 -0.19 -3.78
H -2.81 -1.07 -5.24
H 0.90 0.98 -1.62
H 2.31 0.20 -2.42
H 1.63 -0.50 -0.90
F -0.40 -3.47 0.97
B -0.53 -2.98 -0.31
F -0.72 -1.54 -0.28
F 0.63 -3.22 -1.12
F -1.67 -3.54 -0.97
```

Electronic energy   -1850.4411 Ha
E_LUMO (spin up / spin down)   -0.0380 / -0.0783 hartree
Gap between HOMO and LUMO (spin up / spin down)   6.7 / 5.6 eV
Net charge   0

=====

Look up the electronic energy of the third one.
-1850.4411 Ha

=====

Which value of electronic energy does entry 3 give?
-1850.4411 Ha

=====

Repeat the second record exactly.
DFT (ωB97M-V/def2-TZVPD) results for a structure of composition C37H40FeN2P at a distorted geometry.

```
81
C37H40FeN2P | the OMol25 dataset | ωB97M-V/def2-TZVPD
C -5.98 -6.91 16.11
C -4.67 -6.21 15.89
C -3.50 -6.76 16.41
C -2.26 -6.16 16.22
C -1.06 -6.79 16.85
C -2.19 -4.97 15.45
N -0.92 -4.33 15.21
P 0.28 -4.96 14.12
H -0.01 -4.01 13.04
N 1.44 -3.93 14.90
C 2.86 -4.10 14.77
C 3.59 -3.16 14.02
C 2.90 -2.00 13.38
C 4.98 -3.33 13.90
C 5.64 -4.41 14.49
C 7.11 -4.59 14.31
C 4.89 -5.32 15.25
C 3.51 -5.18 15.40
C 2.76 -6.16 16.25
C 0.86 -3.04 15.79
C -0.46 -3.26 15.96
C -3.36 -4.39 14.94
C -3.29 -3.11 14.17
C -4.59 -5.01 15.18
H -6.80 -6.36 15.63
H -5.96 -7.93 15.70
H -6.21 -7.00 17.18
H -3.56 -7.69 17.00
H -0.18 -6.13 16.89
H -1.30 -7.08 17.89
H -0.78 -7.72 16.34
H 3.64 -1.42 12.82
H 2.11 -2.32 12.69
H 2.45 -1.32 14.12
H 5.55 -2.60 13.32
H 7.46 -5.46 14.86
H 7.37 -4.72 13.25
H 7.66 -3.70 14.66
H 5.40 -6.16 15.74
H 3.49 -6.82 16.75
H 2.19 -5.66 17.05
H 2.08 -6.81 15.67
H 1.47 -2.29 16.28
H -1.14 -2.73 16.62
H -4.30 -2.86 13.83
H -2.93 -2.27 14.77
H -2.65 -3.19 13.28
H -5.50 -4.56 14.78
C 3.16 -0.97 7.45
C 1.92 -1.73 7.46
C 1.46 -1.83 8.83
C 2.41 -1.11 9.67
C 3.47 -0.59 8.81
Fe 1.69 0.07 8.27
C 1.46 1.90 9.03
C 1.93 1.95 7.66
C 1.00 1.21 6.84
C -0.09 0.71 7.68
C -1.15 -0.18 7.30
C -2.42 -0.21 7.91
C -3.29 -1.31 7.64
C -4.55 -1.37 8.21
C -5.02 -0.33 9.03
C -4.19 0.78 9.28
C -2.91 0.85 8.75
C 0.23 1.15 9.06
H 3.79 -0.82 6.58
H 1.48 -2.24 6.61
H 0.62 -2.41 9.18
H 2.39 -1.07 10.76
H 4.37 -0.09 9.15
H 1.89 2.43 9.87
H 2.78 2.52 7.30
H 0.99 1.13 5.75
H -0.97 -0.82 6.43
H -2.94 -2.09 6.96
H -5.19 -2.23 8.02
H -6.01 -0.38 9.49
H -4.56 1.61 9.89
H -2.29 1.73 8.90
H -0.45 1.01 9.89
```

Electronic energy   -3148.2612 Ha
E_LUMO (spin up / spin down)   0.0808 / 0.0197 hartree
Spin multiplicity   5
⟨S²⟩   6.082
Gap between HOMO and LUMO (spin up / spin down)   2.7 / 3.5 eV
Net charge   -1

=====

Which of these has the highest electronic energy?
C3H12NS